Computed, not measured: C3H9NO2 in the gas phase in a non-equilibrium geometry, with ωB97M-V/def2-TZVPD.

Calculated values
Spin multiplicity: 1
LUMO level, eV: 0.7677
Kohn-Sham gap, eV: 10.68
ΔE to the lowest compared entry with this formula, charge and spin, kcal per mole: 40.5
Calculated total energy, hartree: -324.9081
SMILES: NC(CO)CO

Geometry as XYZ:
```
15
Properties=species:S:1:pos:R:3:forces:R:3
N -1.1214 -0.1467 0.9408 -0.8 0.9 -0.8
C -0.2282 0.4629 -0.0614 1.6 -0.2 0.8
C 0.1715 -0.5186 -1.1634 -1.4 0.6 0.2
O -1.0519 -1.1399 -1.6017 0.3 -0.1 0.1
C 1.0519 0.9127 0.7284 -1.6 0.6 -1.1
O 1.4898 -0.0223 1.6550 0.5 -0.3 -0.2
H -1.7939 -0.7501 0.4735 0.3 -0.2 -0.2
H -1.7118 0.6605 1.1450 0.0 -0.4 0.9
H -0.5893 1.4157 -0.4435 -0.5 -0.2 -0.5
H 0.5569 0.0334 -2.0212 0.4 0.0 0.2
H 0.9222 -1.1643 -0.7140 -0.1 -0.6 -0.4
H -0.9532 -2.0705 -1.8000 0.3 -0.1 0.0
H 1.7758 1.1356 -0.0631 0.5 0.0 0.5
H 0.7096 1.8578 1.1823 0.6 -0.1 0.3
H 0.7722 -0.6662 1.7435 -0.2 0.2 0.3
```
Positions in Å, forces in eV/Å.

In elementary charge units, the Mulliken charges are: number 1, N, carries -0.727; number 2, C, carries 0.007; number 3, C, carries -0.511; number 4, O, carries -0.538; number 5, C, carries -0.492; number 6, O, carries -0.501; number 7, H, carries 0.258; number 8, H, carries 0.247; number 9, H, carries 0.389; number 10, H, carries 0.264; number 11, H, carries 0.339; number 12, H, carries 0.300; number 13, H, carries 0.320; number 14, H, carries 0.293; number 15, H, carries 0.352